w | 13
Properties=species:S:1:pos:R:3 method="wB97M-V/def2-TZVPD" charge=-1 homo_energy_ev=-3.9 gap_ha=0.26055 multiplicity=1 lumo_ev=3.2
I -0.5452 -0.6318 -0.5396
O 0.0722 -3.6412 3.6820
H 0.0676 -2.9481 3.0219
H 0.7451 -4.2529 3.3832
O -5.1515 -1.1506 -1.4180
H -5.4087 -1.9241 -1.9197
H -4.2572 -1.3366 -1.1320
O 3.8183 2.1557 0.4183
H 4.6802 2.0385 0.0187
H 3.2932 1.4341 0.0722
O 0.9858 3.6689 -2.1486
H 0.5285 2.8314 -2.2247
H 1.1718 3.7567 -1.2138

=====

x | 13
Properties=species:S:1:pos:R:3 method="wB97M-V/def2-TZVPD" charge=-1 homo_energy_ev=-4.7 gap_ha=0.29550 multiplicity=1 lumo_ev=3.3
I 0.0735 0.6849 0.6992
O -3.1255 1.8528 1.4894
H -3.6119 0.9057 1.4505
H -2.2011 1.6943 1.2183
O 2.6199 -0.6593 -1.6818
H 3.1744 -1.4182 -1.4956
H 2.2706 -0.2065 -0.8870
O 1.6116 -2.0008 2.5154
H 2.1297 -2.2586 1.8777
H 0.9816 -1.4065 2.1417
O -1.2391 1.3196 -2.7033
H -1.6940 0.4151 -2.7945
H -0.9898 1.0776 -1.8300

=====

Relative to the most stable one, in kcal/mol, the structures come out at w 0.0; x 5.9.

=====

w | 13
Properties=species:S:1:pos:R:3 method="wB97M-V/def2-TZVPD" charge=-1 homo_energy_ev=-4.4 gap_ha=0.28408 multiplicity=1 lumo_ev=3.3
I -0.2455 1.1415 -0.2247
O -3.5845 0.0505 0.8083
H -4.2525 0.7585 0.7723
H -3.0575 0.2055 0.0023
O 2.0345 -1.4285 -1.3447
H 2.3095 -1.2415 -2.2617
H 1.6005 -0.5575 -1.2087
O -1.4565 -1.7335 1.3503
H -2.0685 -1.3315 0.7423
H -0.7365 -1.1235 1.5373
O 3.3445 1.5405 0.2013
H 3.6535 2.3275 -0.2547
H 2.4585 1.3915 -0.1197

=====

x | 13
Properties=species:S:1:pos:R:3 method="wB97M-V/def2-TZVPD" charge=-1 homo_energy_ev=-4.6 gap_ha=0.29597 multiplicity=1 lumo_ev=3.5
I 1.3522 1.2832 -0.9322
O -2.4168 0.6442 -0.7042
H -1.5038 0.7962 -0.9622
H -2.8108 -0.0538 -1.2292
O 1.8162 1.3212 2.5298
H 1.5992 1.3882 1.6288
H 1.7382 2.1832 2.9268
O 0.3352 -1.3208 1.5488
H 0.7262 -0.7008 0.9768
H -0.2648 -1.8648 1.1108
O -0.3698 -1.4278 -2.5332
H -0.0658 -1.7098 -1.6882
H -0.1358 -0.5388 -2.6732

=====

Relative to the most stable one, in kcal/mol, the structures come out at w 3.6; x 0.0.

=====

w | 15
Properties=species:S:1:pos:R:3 method="wB97M-V/def2-TZVPD" charge=+1 homo_energy_ev=-15.5 gap_ha=0.41170 multiplicity=1 lumo_ev=-4.3 smiles="C[N+](C)(N)C=O"
C 1.2607 -0.6752 0.0167
N 0.0009 0.1297 -0.0768
C -1.1676 -0.8087 0.0078
N 0.0400 0.7432 -1.3538
C -0.0353 1.1781 1.0557
O 0.4384 2.2181 0.8417
H 0.9999 -1.5822 0.7102
H 1.4747 -1.0749 -0.9880
H 2.0403 -0.0394 0.3574
H -1.0199 -1.7667 -0.5349
H -1.1869 -1.2316 1.0929
H -2.0278 -0.2866 -0.2434
H -0.9096 0.7310 -1.6793
H 0.5102 1.6217 -1.3998
H -0.4180 0.8436 2.1936

=====

x | 15
Properties=species:S:1:pos:R:3 method="wB97M-V/def2-TZVPD" charge=+1 homo_energy_ev=-15.1 gap_ha=0.42629 multiplicity=1 lumo_ev=-3.5 smiles="C=N[C@H](O)[NH2+]C"
C -2.7217 0.4557 -0.3916
N -1.6806 0.4354 0.3294
C -0.5236 -0.3001 -0.1621
O -0.4065 -1.5921 0.1952
N 0.7276 0.5178 0.3777
C 1.8834 0.1554 -0.4138
H -3.6096 0.9845 -0.1303
H -2.8273 -0.0330 -1.3667
H -0.2930 -0.1982 -1.2627
H -0.8951 -1.8010 1.1260
H 0.6917 0.6437 1.4561
H 0.1944 1.4475 0.2189
H 2.0337 0.6040 -1.4206
H 2.7981 0.4868 0.2355
H 1.7289 -0.9734 -0.6101

=====

y | 15
Properties=species:S:1:pos:R:3 method="wB97M-V/def2-TZVPD" charge=+1 homo_energy_ev=-13.7 gap_ha=0.37883 multiplicity=1 lumo_ev=-3.4 smiles=N[C@@H]1C[NH2+]CO1
N 1.1929 -0.1722 1.8867
C 0.9618 0.2895 0.6140
C -0.8574 0.5872 0.3182
N -1.0670 -0.3298 -0.8045
C 0.3154 -0.4994 -1.4440
O 1.1554 -0.6848 -0.3887
H 1.1462 -1.1754 1.9839
H 1.9657 0.2319 2.3929
H 1.4165 1.2548 0.3930
H -1.3890 0.3102 1.2153
H -0.9941 1.6252 0.0430
H -1.3741 -1.2438 -0.4466
H -1.7581 0.0080 -1.4828
H 0.3513 -1.3791 -2.0900
H 0.5185 0.4158 -2.0192

=====

Relative to the most stable one, in kcal/mol, the structures come out at w 39.7; x 26.0; y 0.0.

=====

w | 13
Properties=species:S:1:pos:R:3 method="wB97M-V/def2-TZVPD" homo_energy_ev=-8.1 gap_ha=0.29933 multiplicity=1 lumo_ev=0.1
C -2.7609 0.2572 -0.2880
C 2.1883 0.3667 0.2985
C -2.3847 -0.8944 -0.7514
N 0.3413 -1.2457 0.5452
N 0.9582 -0.1145 0.4207
S -3.0804 1.7001 0.2892
S 2.2661 1.9866 -0.3582
H 2.9908 -0.2929 0.1771
H -1.9802 -1.5983 -0.1348
H -2.9356 -1.3222 -1.4863
H 1.0852 -1.9481 0.6462
H 0.2812 0.5814 0.0419
H 3.0306 2.5242 0.5999

=====

x | 13
Properties=species:S:1:pos:R:3 method="wB97M-V/def2-TZVPD" homo_energy_ev=-8.6 gap_ha=0.31523 multiplicity=1 lumo_ev=0.0
C 1.0896 -0.7078 1.0757
N -0.2934 -1.0259 0.5675
C -0.9109 -0.4728 -0.4010
N -0.4689 0.1448 -1.4941
S -2.6720 -0.9938 -0.5065
C -3.5220 0.2742 0.2626
S -5.1355 0.3354 0.3928
H 1.2363 -1.3873 1.8739
H 1.9265 -0.6092 0.2808
H 1.0378 0.2369 1.5377
H 0.3760 -0.0391 -2.0227
H -1.1240 0.4043 -2.2416
H -2.9711 1.0234 0.8001

=====

y | 13
Properties=species:S:1:pos:R:3 method="wB97M-V/def2-TZVPD" homo_energy_ev=-8.4 gap_ha=0.30581 multiplicity=1 lumo_ev=-0.1 smiles="CN(S)/C=N/C=S"
C 1.0809 1.4674 -0.0903
N 0.9846 0.0075 -0.1247
S 2.4205 -0.9093 -0.1483
C -0.2058 -0.6246 -0.1141
N -1.3228 0.0215 -0.0872
C -2.4659 -0.7733 -0.0925
S -3.9808 -0.2111 -0.0689
H 1.7250 1.8138 -0.8299
H 0.0914 1.8967 -0.2744
H 1.4495 1.7732 0.9040
H 2.6857 -0.9023 1.1835
H -0.1704 -1.7208 -0.1296
H -2.2920 -1.8387 -0.1277

=====

Relative to the most stable one, in kcal/mol, the structures come out at w 75.2; x 10.2; y 0.0.

=====

w | 13
Properties=species:S:1:pos:R:3 method="wB97M-V/def2-TZVPD" homo_energy_ev="-8.1 / -8.1" gap_ha="0.28930 / 0.28928" multiplicity=1 lumo_ev="-0.3 / -0.3"
C 1.3848 1.3183 -1.8301
C 2.4104 0.6972 -2.1221
C -1.8487 0.0809 1.8639
N 0.3889 -1.0418 -0.2532
N -0.2942 -0.0372 -0.5134
S 0.5655 -1.9660 1.1121
S -1.5186 0.7610 0.1661
H 0.5450 1.9404 -1.6801
H 3.2693 0.0971 -2.2893
H -1.6132 0.7234 2.5659
H -1.2455 -0.7440 2.1106
H -2.9676 -0.3310 1.9274
H 0.9238 -1.4982 -1.0577

=====

x | 13
Properties=species:S:1:pos:R:3 method="wB97M-V/def2-TZVPD" homo_energy_ev="-8.9 / -7.8" gap_ha="0.31458 / 0.23905" multiplicity=1 lumo_ev="-0.4 / -1.3"
C -2.3922 -1.2207 0.3896
C -1.4571 0.9448 -0.8696
C 1.8773 -0.4141 0.4594
N -1.5125 -1.7699 -0.1646
N -0.2121 0.6016 -0.4159
S -2.7127 0.6783 0.4214
S 0.4369 0.7526 1.0157
H -3.2284 -1.6538 0.9869
H -1.5762 1.9277 -1.1481
H -1.5626 0.3204 -1.7534
H 2.7872 0.0546 0.9706
H 1.6241 -0.3466 -0.6293
H 1.7696 -1.3363 1.0646

=====

Relative to the most stable one, in kcal/mol, the structures come out at w 22.0; x 0.0.

=====

w | 13
Properties=species:S:1:pos:R:3 method="wB97M-V/def2-TZVPD" homo_energy_ev=-9.8 gap_ha=0.39804 multiplicity=1 lumo_ev=1.0 smiles=C[C@H]1C[C@H]1O
C -1.5184 -0.0408 0.0150
C -0.1539 0.6060 -0.1855
C 0.8464 0.3869 0.9219
C 1.1537 -0.1138 -0.4493
O 1.1781 -1.4871 -0.6966
H -2.0836 0.5932 0.7112
H -1.4534 -1.0298 0.4822
H -2.1272 -0.1275 -0.8930
H -0.2192 1.6030 -0.6169
H 1.4056 1.2290 1.3139
H 0.5714 -0.3769 1.6443
H 1.9599 0.4226 -0.9577
H 0.4406 -1.6648 -1.2895

=====

x | 13
Properties=species:S:1:pos:R:3 method="wB97M-V/def2-TZVPD" homo_energy_ev=-10.1 gap_ha=0.41231 multiplicity=1 lumo_ev=1.2 smiles=C[C@@H]1O[C@@H]1C
C 1.5308 0.5396 -0.4361
C 0.8040 -0.6487 0.1386
O -0.0846 -1.3681 -0.7086
C -0.6354 -0.7085 0.4259
C -1.6297 0.3882 0.1448
H 0.8511 1.3126 -0.8039
H 2.1756 0.9814 0.3317
H 2.1702 0.2233 -1.2672
H 1.4399 -1.3071 0.7368
H -0.9343 -1.3895 1.2274
H -1.7110 1.0825 0.9883
H -2.6183 -0.0535 -0.0232
H -1.3585 0.9477 -0.7543

=====

y | 13
Properties=species:S:1:pos:R:3 method="wB97M-V/def2-TZVPD" homo_energy_ev=-9.7 gap_ha=0.39209 multiplicity=1 lumo_ev=1.0
C 1.3576 0.0591 0.2517
C -0.0215 -0.4580 -0.0732
C -0.6731 0.1825 -1.2882
C -0.8190 -0.2119 1.1780
O -1.3857 0.7967 1.5533
H 1.9995 0.2812 -0.6110
H 0.9959 1.2414 0.8682
H 1.9114 -0.4589 1.0493
H -0.0148 -1.5467 -0.1560
H -1.6946 -0.1904 -1.4264
H -0.0784 -0.0623 -2.1723
H -0.7240 1.2724 -1.1913
H -0.8532 -0.9050 2.0179

=====

Relative to the most stable one, in kcal/mol, the structures come out at w 3.0; x 0.0; y 11.5.

=====

w | 12
Properties=species:S:1:pos:R:3 method="wB97M-V/def2-TZVPD" charge=+1 homo_energy_ev=-13.2 gap_ha=0.31067 multiplicity=1 lumo_ev=-4.8
H -1.5094 0.7721 -2.9466
O 1.3005 -0.1333 -0.4858
C 0.2425 0.5039 -0.0601
C 1.8861 -0.9867 0.5298
O -1.1864 0.3484 -2.1507
O 0.0639 0.2627 1.2493
C 1.1125 -0.5959 1.7784
Ca -2.1355 0.0582 -0.4693
H 2.9520 -0.7465 0.5770
H 1.7479 -2.0305 0.2292
H 1.6932 0.0051 2.4849
H 0.6364 -1.4372 2.2905

=====

x | 12
Properties=species:S:1:pos:R:3 method="wB97M-V/def2-TZVPD" charge=+1 homo_energy_ev=-12.8 gap_ha=0.27815 multiplicity=1 lumo_ev=-5.2
H 1.2262 -2.0193 -0.9097
O -0.6860 -1.1646 -0.0285
C 0.6015 -0.9999 -0.5111
C -1.1442 0.0526 0.5538
O 1.6153 -1.3508 0.3780
O 0.7594 0.4780 -0.6537
C -0.4993 1.0960 -0.3394
H -0.8056 0.1412 1.5980
H -2.2383 0.0651 0.5230
H -0.3218 2.0584 0.1514
H -1.0626 1.2463 -1.2699
Ca 2.5554 0.3970 0.5079

=====

Relative to the most stable one, in kcal/mol, the structures come out at w 0.0; x 18.7.

=====

w | 9
Properties=species:S:1:pos:R:3 method="wB97M-V/def2-TZVPD" charge=+1 homo_energy_ev="-14.1 / -14.1" gap_ha="0.27068 / 0.27071" multiplicity=1 lumo_ev="-6.7 / -6.7"
N -3.3340 -0.0623 -0.4741
N -1.3547 0.1481 0.6477
N -2.3485 0.0036 0.1624
N 1.4544 0.1890 -0.4583
N 0.9019 -0.5911 0.3175
H -4.3083 -0.1915 -0.3147
H 1.4872 0.1490 -1.4150
H 2.0387 0.9450 -0.0598
H 0.8487 -0.4464 1.3149

=====

x | 9
Properties=species:S:1:pos:R:3 method="wB97M-V/def2-TZVPD" charge=+1 homo_energy_ev=-16.0 gap_ha=0.36707 multiplicity=1 lumo_ev=-6.0 smiles=N#[N+]N(N)N
N 2.4767 -0.0136 0.0916
N 1.3586 0.1107 0.0568
N 0.1231 0.0067 -0.0735
N -0.3448 -1.2316 0.0291
N -0.7943 1.1140 0.0708
H -0.7920 -1.6859 -0.7693
H -0.5632 -1.6704 0.9403
H -1.1696 1.5252 -0.8579
H -0.2944 1.8449 0.5120

=====

Relative to the most stable one, in kcal/mol, the structures come out at w 0.0; x 3.6.

=====

w | 9
Properties=species:S:1:pos:R:3 method="wB97M-V/def2-TZVPD" homo_energy_ev=-9.1 gap_ha=0.34542 multiplicity=1 lumo_ev=0.3
C -0.8413 -0.5899 -0.0118
C 0.4423 0.1117 -0.0628
O 1.6204 -0.4801 -0.1777
O -1.8340 0.2389 -0.1599
O 0.3028 1.3908 -0.1639
H 2.3284 0.1622 -0.0149
H -0.8436 1.4119 -0.2142
H -0.8380 -1.6287 -0.3600
H -0.3370 -0.6168 1.1651

=====

x | 9
Properties=species:S:1:pos:R:3 method="wB97M-V/def2-TZVPD" homo_energy_ev="-9.0 / -9.9" gap_ha="0.30397 / 0.36579" multiplicity=1 lumo_ev="-0.8 / 0.1"
C 1.7988 -0.2211 -0.0998
C -0.9560 0.7188 -0.1100
O 2.4047 0.6598 0.7678
O 2.6635 0.6492 -0.6811
O 2.0449 -1.5523 0.1137
H -1.8020 0.1851 -0.5122
H -0.4847 1.3901 -0.7137
H -0.4630 0.6055 0.7906
H 2.8220 -1.9558 -0.2702

=====

Relative to the most stable one, in kcal/mol, the structures come out at w 0.0; x 130.9.

=====

w | 9
Properties=species:S:1:pos:R:3 method="wB97M-V/def2-TZVPD" homo_energy_ev=-9.9 gap_ha=0.39030 multiplicity=1 lumo_ev=0.7 smiles=CC1(O)OO1
C 0.8550 -0.3126 0.5514
C -0.4272 0.1932 -0.0764
O -1.2798 -0.6832 -0.6345
O -0.4365 1.4157 -0.7017
O -1.0593 1.2748 0.5032
H 0.4067 -0.9740 1.3572
H 1.6321 0.4194 0.8614
H 1.3753 -0.7725 -0.2834
H -1.0664 -0.5608 -1.5772

=====

x | 9
Properties=species:S:1:pos:R:3 method="wB97M-V/def2-TZVPD" homo_energy_ev=-10.9 gap_ha=0.41718 multiplicity=1 lumo_ev=0.5 smiles="O=CO.C=O"
O 0.9406 -0.8436 -1.1110
C 0.3952 0.0440 -1.7036
O -0.3428 1.0087 -1.1296
H 0.4511 0.2056 -2.7871
H -0.1107 1.0095 -0.1685
C -0.3496 -0.3788 1.7193
O 0.2121 0.6904 1.6945
H -1.0681 -0.6668 0.9419
H -0.1277 -1.0691 2.5440

=====

y | 9
Properties=species:S:1:pos:R:3 method="wB97M-V/def2-TZVPD" homo_energy_ev="-10.0 / -10.0" gap_ha="0.32365 / 0.32348" multiplicity=1 lumo_ev="-1.2 / -1.2"
C 0.9209 0.5229 0.4189
C -0.3096 0.0132 -0.1509
O -0.4770 0.2682 -1.4988
O 0.0031 -1.4434 0.0354
O -1.0369 0.6244 0.7376
H -1.4289 0.3485 -1.6480
H -0.4737 -1.7185 0.8342
H 1.6081 1.1372 -0.1557
H 1.1940 0.2476 1.4274

=====

z | 9
Properties=species:S:1:pos:R:3 method="wB97M-V/def2-TZVPD" homo_energy_ev=-9.1 gap_ha=0.29006 multiplicity=1 lumo_ev=-1.2 smiles="CC(=O)OO"
C -0.1743 -0.9899 0.2308
C 1.1616 0.1579 0.1037
O 2.2052 -0.0050 -0.4021
O -0.0685 0.9209 -0.8910
O -1.2228 1.4754 -0.2737
H -0.5928 -1.3259 -0.7128
H 0.4276 -1.7691 0.6965
H -0.9107 -0.5930 0.9210
H -0.8254 2.1288 0.3277

=====

Relative to the most stable one, in kcal/mol, the structures come out at w 75.8; x 0.0; y 66.2; z 129.5.

=====

w | 9
Properties=species:S:1:pos:R:3 method="wB97M-V/def2-TZVPD" homo_energy_ev=-10.4 gap_ha=0.39354 multiplicity=1 lumo_ev=0.3 smiles="O=C(O)CO"
O 2.1444 -0.2808 0.0134
C 1.0515 0.2237 -0.0533
O 0.7999 1.5131 0.1026
C -0.1726 -0.5838 0.1179
O -1.3473 0.3161 0.0816
H -0.2110 1.4124 -0.1705
H -0.1594 -1.5319 -0.5730
H -0.1435 -1.0985 1.0629
H -1.9620 0.0299 -0.5816

=====

x | 9
Properties=species:S:1:pos:R:3 method="wB97M-V/def2-TZVPD" homo_energy_ev=-9.9 gap_ha=0.32205 multiplicity=1 lumo_ev=-1.2
C -0.5055 -0.0850 0.4640
C -0.5720 1.1285 -0.4176
O 1.3067 -1.4164 0.1415
O -0.3717 -1.2769 -0.1376
O -0.2267 1.1671 -1.5690
H 1.7039 -1.2974 -0.7403
H -0.8694 2.0436 0.1363
H 0.7112 -0.1693 0.7940
H -1.1766 -0.0943 1.3287

=====

y | 9
Properties=species:S:1:pos:R:3 method="wB97M-V/def2-TZVPD" homo_energy_ev=-10.5 gap_ha=0.38248 multiplicity=1 lumo_ev=-0.1 smiles="O=CO.C=O"
O 1.1248 -0.1455 -1.5134
C 0.0682 -0.1912 -1.9954
O -1.0807 0.0364 -1.1166
H -0.1377 0.0545 -3.0330
H -0.8791 -0.0565 -0.1500
C 0.2014 0.0721 1.9589
O -0.3782 -0.7316 1.2276
H -0.2206 0.8422 2.6846
H 1.3019 0.1196 1.9372

=====

Relative to the most stable one, in kcal/mol, the structures come out at w 0.0; x 110.8; y 23.1.

=====

w | 19
Properties=species:S:1:pos:R:3 method="wB97M-V/def2-TZVPD" charge=+1 homo_energy_ev=-10.2 gap_ha=0.25063 multiplicity=1 lumo_ev=-3.4
Cu 0.0353 -0.2366 0.3929
O 1.4414 0.0045 -1.0636
H 1.9574 -0.7922 -1.1867
H 0.8286 0.0096 -1.7989
O -2.0745 -0.3518 0.5090
H -2.9146 -0.7374 0.7576
H -2.1282 -0.2518 -0.4414
O 0.0251 -1.7040 -0.7259
H 0.6837 -1.9257 -1.3842
H 0.0782 -2.4130 -0.0851
O -0.2078 1.4045 1.0859
H -0.7412 2.0995 0.7005
H -0.2611 1.5563 2.0295
O -0.2759 1.2730 -1.1253
H -1.1694 1.4105 -1.4400
H 0.0931 2.1536 -1.0583
O 1.4042 -0.6005 1.2607
H 0.9400 -0.6022 2.0978
H 2.2859 -0.2963 1.4757

=====

x | 19
Properties=species:S:1:pos:R:3 method="wB97M-V/def2-TZVPD" charge=+1 homo_energy_ev=-11.3 gap_ha=0.28564 multiplicity=1 lumo_ev=-3.5
Cu -23.0800 -19.9750 4.6330
O -23.1190 -20.4480 6.3090
H -22.4310 -21.0100 6.6610
H -23.0840 -19.7110 6.9590
O -21.9540 -18.3390 4.6760
H -21.1230 -18.7740 4.9390
H -22.0050 -17.5360 5.2070
O -23.8220 -22.6860 4.2470
H -23.4240 -23.4380 4.6580
H -24.4730 -23.1100 3.6210
O -23.3510 -18.7390 1.8330
H -24.2270 -18.3500 1.6130
H -23.4740 -19.6910 1.8130
O -24.8790 -19.5470 4.5270
H -25.1190 -19.6460 5.4580
H -24.8990 -18.5770 4.3760
O -21.7510 -20.8650 3.4680
H -21.2980 -20.8340 2.6930
H -22.1640 -21.7170 3.3720

=====

Relative to the most stable one, in kcal/mol, the structures come out at w 89.4; x 0.0.